(1)
Entry from the Open Molecules 2025 dataset: 5 unconnected molecules or ions with the total composition C20H25F15O10 at a distorted geometry (ωB97M-V/def2-TZVPD).

Computed properties:
Total charge: 0
Orbital gap: 11.21 eV
SMILES: CCOC(=O)C(F)(F)F.CCOC(=O)C(F)(F)F.CCOC(=O)C(F)(F)F.CCOC(=O)C(F)(F)F.CCOC(=O)C(F)(F)F
ΔE to the lowest compared entry with this formula, charge and spin: 304.7 kJ/mol
Highest occupied orbital energy: -11.100 eV
Spin multiplicity: 1
Maximum force: 5.3 eV Å⁻¹

Each line ends with the Löwdin charge.
CARTESIAN COORDINATES (ANGSTROEM)
C: 3.4711 -6.1342 4.7983  -0.0616
C: 4.8785 -6.0751 5.3294  -0.2021
O: 5.5736 -4.9295 4.8289  0.0503
C: 6.8685 -4.9215 5.0002  -0.3646
O: 7.5158 -5.7912 5.6484  0.1094
C: 7.5272 -3.7851 4.2913  -0.5587
F: 8.4243 -3.2317 5.0575  0.2094
F: 8.0758 -4.2677 3.1728  0.1802
F: 6.6064 -2.8168 3.9546  0.1317
H: 3.4328 -6.1930 3.7106  0.0800
H: 2.9003 -5.2308 5.0128  0.0802
H: 2.9258 -6.9893 5.1977  0.0836
H: 5.4558 -6.9500 5.0303  0.1285
H: 4.8976 -6.0514 6.4190  0.1339
C: -3.3333 1.9395 -0.1768  -0.0632
C: -2.8062 0.6300 -0.5616  -0.2391
O: -1.7600 0.0675 0.2253  0.0445
C: -2.0121 -0.4702 1.4011  -0.3653
O: -3.1427 -0.7213 1.7936  0.1385
C: -0.7776 -0.7595 2.2950  -0.5174
F: -0.9759 -0.0896 3.4519  0.1579
F: -0.6147 -2.0467 2.4713  0.2017
F: 0.3692 -0.2557 1.7286  0.1249
H: -4.0224 2.3866 -0.8932  0.0894
H: -2.4513 2.5799 -0.1852  0.0906
H: -3.8804 1.9162 0.7656  0.0882
H: -2.5019 0.6902 -1.6065  0.1277
H: -3.5833 -0.1342 -0.5733  0.1211
C: 0.2631 0.2148 -4.8726  -0.0606
C: 0.5347 1.3760 -5.8483  -0.2143
O: -0.2005 2.5806 -5.7497  0.0399
C: -0.0026 3.4601 -4.7668  -0.3178
O: 0.8062 3.3253 -3.8326  0.1166
C: -0.7554 4.8202 -4.9863  -0.6024
F: -1.5233 4.7230 -6.0277  0.1920
F: -1.4473 5.1450 -3.9057  0.1908
F: 0.1162 5.7383 -5.3764  0.1827
H: 0.5335 0.6412 -3.9066  0.0700
H: 0.9947 -0.5855 -4.9844  0.0802
H: -0.7250 -0.2286 -4.9961  0.0762
H: 0.4916 0.9451 -6.8486  0.1234
H: 1.6003 1.5487 -5.6971  0.1229
C: -5.8015 -3.1629 -2.4284  -0.0525
C: -6.8819 -2.6505 -3.4447  -0.1773
O: -6.7603 -1.2290 -3.7756  -0.0017
C: -7.7317 -0.7510 -4.6175  -0.2996
O: -8.4867 -1.5075 -5.2463  0.1160
C: -7.7903 0.8149 -4.8113  -0.5447
F: -7.6684 1.1564 -6.1079  0.1663
F: -8.8771 1.3348 -4.3571  0.2169
F: -6.7711 1.3279 -4.0499  0.1205
H: -5.9895 -2.7434 -1.4401  0.0655
H: -4.8424 -2.7314 -2.7149  0.0709
H: -5.7831 -4.2356 -2.2359  0.0780
H: -7.9015 -2.8996 -3.1506  0.1244
H: -6.6562 -3.1727 -4.3745  0.1168
C: 1.7279 4.1698 2.4062  -0.0459
C: 3.2138 4.0687 2.0208  -0.2498
O: 3.8216 3.4354 3.0607  0.0165
C: 4.6860 4.0625 3.8934  -0.3038
O: 5.2231 5.1727 3.7703  0.1267
C: 5.0714 3.1847 5.1357  -0.5293
F: 4.2212 2.1264 5.1585  0.1497
F: 6.3250 2.8564 4.9914  0.2072
F: 4.9320 4.0050 6.2143  0.1461
H: 1.2797 4.8843 1.7157  0.0761
H: 1.6914 4.5807 3.4151  0.0825
H: 1.1405 3.2534 2.3486  0.0724
H: 3.6007 5.0537 1.7593  0.1256
H: 3.2603 3.5261 1.0766  0.1274

Atomic forces in eV per Å
-0.356 0.603 -0.550
-0.009 -0.924 0.370
-0.395 0.393 -0.390
1.329 -4.123 2.973
-1.966 3.176 -2.315
-1.176 1.051 -0.786
0.901 0.444 0.230
0.159 0.378 -0.068
1.023 -0.850 0.073
0.279 -0.250 -0.062
0.066 0.027 0.387
0.185 0.012 0.105
-0.059 -0.067 0.014
0.017 0.133 0.017
0.222 1.320 0.889
-1.796 -2.361 -1.542
1.944 0.825 0.232
-2.976 -0.254 0.076
1.909 0.222 -0.109
0.577 1.972 -1.083
0.302 -0.884 -0.426
0.008 -0.363 0.538
-0.984 -0.546 0.615
0.067 -0.480 -0.340
-0.219 0.568 0.601
0.406 0.171 0.206
0.839 -0.217 0.241
-0.295 0.041 0.071
0.003 1.101 0.253
2.019 -2.111 0.137
-1.077 0.646 0.131
3.058 -0.744 2.204
-2.423 0.326 -2.403
0.980 -1.666 -0.587
-2.261 -0.474 -1.051
0.218 0.461 0.006
0.954 0.875 1.254
-0.867 -0.363 0.477
0.093 0.127 -0.590
-0.065 0.255 0.483
-0.676 0.846 -0.279
0.032 0.714 -0.016
-0.853 2.095 0.296
1.007 -1.292 -0.499
-1.178 0.989 0.100
-0.954 -3.289 -1.393
1.702 2.506 1.724
2.384 -1.005 0.535
0.330 -0.305 0.890
-1.678 0.329 0.446
-0.374 0.079 -1.129
-0.154 0.196 0.095
0.169 -0.527 -0.170
-0.061 0.016 -0.807
0.068 0.283 0.043
-0.388 -0.067 -0.112
0.271 0.871 -0.430
-2.528 1.228 -1.943
2.643 -0.777 2.540
1.131 2.429 -0.856
-1.931 -3.084 -0.068
-2.231 1.879 -1.597
1.299 0.506 1.058
0.644 -0.977 0.583
0.025 -1.497 -0.364
-0.261 0.073 0.095
-0.290 0.012 -0.007
0.417 -0.165 0.080
0.281 0.089 0.632
0.520 -0.604 0.269

---

(2)
Entry from the Open Molecules 2025 dataset: a molecular structure, C18H26CuN5O3SSeTe at a distorted geometry (ωB97M-V/def2-TZVPD).

Computed properties:
Total charge: -1
Orbital gap (spin up / spin down): 6.97 / 6.88 eV
ΔE to the lowest compared entry with this formula, charge and spin: 49.5 kJ/mol
Highest occupied orbital energy (spin up / spin down): -4.575 / -4.573 eV
⟨S²⟩: 0.753
Spin multiplicity: 2
Maximum force: 1.0 eV Å⁻¹

Each line ends with the Mulliken spin population.
CARTESIAN COORDINATES (ANGSTROEM)
Cu: -0.6142 1.2693 -0.5899  0.6254
N: -2.5437 1.8767 -0.0410  0.0985
C: -2.6092 3.3478 -0.0037  -0.0050
C: -1.4463 3.9923 -0.7538  0.0043
O: -1.5217 5.1747 -1.1056  0.0132
N: -0.4244 3.1523 -0.9017  0.1397
C: 0.7542 3.5129 -1.6514  0.0077
C: 1.3336 2.2642 -2.3111  -0.0092
O: 2.2650 2.3658 -3.0880  0.0081
O: 0.7690 1.1222 -1.9552  0.0890
H: -3.1587 1.4898 -0.7457  -0.0062
H: -2.7659 1.4734 0.8689  -0.0135
H: -2.5548 3.6691 1.0372  0.0005
H: -3.5342 3.7379 -0.4233  0.0040
H: 1.5328 3.9051 -0.9900  0.0035
H: 0.5481 4.2712 -2.4051  0.0016
Se: 2.0238 -1.4366 1.6283  0.0092
C: 0.5714 -0.8216 0.8274  0.0149
N: -0.4220 -0.4111 0.3582  0.0199
C: 0.2479 -1.2398 6.0928  0.0001
C: 0.3926 -1.2986 4.5736  0.0004
N: -0.7413 -0.6690 3.9081  -0.0001
C: -0.8213 0.5839 3.4120  0.0003
S: -2.3621 1.2607 3.1782  -0.0001
N: 0.3397 1.1984 3.1407  0.0004
C: 0.4436 2.5417 2.5695  -0.0007
C: 0.3751 3.6324 3.6298  -0.0002
H: 1.1140 -1.6990 6.5763  0.0000
H: -0.6508 -1.7709 6.4202  0.0000
H: 0.1731 -0.2037 6.4323  0.0000
H: 0.4636 -2.3296 4.2348  0.0000
H: 1.3121 -0.8103 4.2741  -0.0002
H: -1.6445 -1.0782 4.0738  0.0000
H: 1.1453 0.5964 3.0252  0.0000
H: -0.3524 2.6789 1.8419  -0.0026
H: 1.3939 2.5873 2.0385  -0.0014
H: -0.5658 3.5596 4.1777  0.0000
H: 0.4259 4.6190 3.1591  0.0000
H: 1.2041 3.5358 4.3361  -0.0001
C: 0.2580 -1.6985 -2.9260  -0.0011
Te: 2.2693 -0.9768 -3.0994  0.0000
C: 2.6477 -3.0687 -3.5800  0.0010
C: 1.3378 -3.6443 -4.0611  -0.0002
C: 1.2617 -4.8169 -4.8133  0.0001
C: 0.0380 -5.3125 -5.2442  0.0000
C: -1.1307 -4.6307 -4.9280  0.0000
C: -1.0647 -3.4618 -4.1812  -0.0002
C: 0.1606 -2.9639 -3.7376  -0.0003
H: -0.4279 -0.9315 -3.2809  -0.0009
H: 0.0368 -1.8767 -1.8726  0.0005
H: 2.9789 -3.5962 -2.6812  0.0000
H: 3.4291 -3.1886 -4.3329  -0.0001
H: 2.1771 -5.3416 -5.0681  0.0000
H: -0.0047 -6.2225 -5.8314  0.0000
H: -2.0907 -5.0021 -5.2701  0.0000
H: -1.9720 -2.9169 -3.9413  0.0000

Atomic forces in eV per Å
-0.161 0.959 -0.340
0.125 -0.217 0.006
0.006 0.012 -0.088
0.174 0.144 -0.033
0.051 -0.252 0.089
-0.050 -0.113 -0.035
-0.194 -0.109 0.144
-0.254 -0.354 0.159
-0.097 -0.186 0.067
0.410 0.576 -0.185
-0.104 0.026 0.053
0.022 -0.046 -0.031
-0.009 -0.021 0.041
-0.095 -0.030 0.004
0.059 0.116 -0.031
0.009 0.031 -0.071
0.467 -0.176 -0.152
-0.664 0.028 -0.152
0.486 -0.303 0.029
-0.064 0.022 -0.001
-0.192 0.189 0.404
0.111 -0.035 0.040
0.106 -0.094 0.005
0.107 0.115 0.194
-0.239 0.290 0.059
-0.074 -0.123 0.203
0.008 -0.009 -0.005
-0.061 -0.004 -0.026
0.064 0.039 0.010
-0.001 -0.060 -0.024
0.056 -0.028 -0.092
-0.016 -0.078 -0.025
-0.083 -0.009 0.001
0.057 -0.022 -0.056
-0.036 0.017 -0.090
0.002 -0.057 -0.054
0.040 0.011 -0.020
0.013 -0.106 0.043
-0.058 0.031 -0.034
-0.060 -0.003 0.073
0.021 -0.433 -0.104
-0.026 -0.104 -0.001
0.013 0.007 -0.052
-0.012 0.053 0.047
0.019 0.054 0.039
0.005 0.056 0.025
0.098 -0.011 0.045
-0.020 0.053 -0.041
0.051 0.011 -0.031
0.019 -0.037 -0.030
-0.023 0.079 -0.003
-0.056 0.088 0.004
-0.029 0.016 0.007
0.014 0.021 0.006
0.049 0.014 0.014
0.018 -0.038 -0.004

---

(3)
Entry from the Open Molecules 2025 dataset: C6H9BO2S in the gas phase at a distorted geometry (ωB97M-V/def2-TZVPD).

Computed properties:
Total charge: 0
Orbital gap: 7.79 eV
SMILES: CC(=S)[C@H]1C(C)=C1B(O)O
ΔE to the lowest compared entry with this formula, charge and spin: 167.5 kJ/mol
Highest occupied orbital energy: -7.873 eV
Spin multiplicity: 1
Maximum force: 5.3 eV Å⁻¹

Each line ends with the Löwdin charge.
CARTESIAN COORDINATES (ANGSTROEM)
C: -0.3799 1.9887 0.3657  -0.1524
C: -0.4880 1.4983 -1.1118  -0.7413
S: -0.8388 2.7456 -2.2137  0.5822
C: -0.0853 0.0967 -1.2978  -0.1573
C: 1.0524 -0.3860 -0.3775  -0.2724
C: 2.4312 -0.0519 -0.1853  -0.0159
C: 0.0256 -1.1042 -0.1077  0.1389
B: -1.1224 -1.8818 0.6663  -0.6580
O: -2.3237 -2.0788 0.0229  0.2198
O: -0.7144 -2.1918 1.8789  0.1839
H: -1.4432 2.1356 0.7040  0.0897
H: 0.0735 1.3400 1.0796  0.0406
H: 0.0798 3.0033 0.5952  0.0914
H: -0.0967 -0.2863 -2.3431  0.1253
H: 3.0838 -0.8104 0.2161  0.0854
H: 2.7545 0.3243 -1.2462  0.1421
H: 2.3763 0.7941 0.4518  0.0740
H: -2.9219 -2.6407 0.3601  0.0370
H: -1.4628 -2.4947 2.5425  0.1868

Atomic forces in eV per Å
-1.446 1.588 0.090
0.690 1.954 1.145
0.334 -2.349 0.898
0.489 -0.714 -0.294
-1.566 -1.418 -0.566
0.931 0.992 -2.888
-1.694 1.625 -1.120
0.316 0.944 -2.659
3.976 3.108 -1.527
-2.365 -1.652 4.311
0.813 -0.237 -0.224
0.279 -0.930 0.253
-0.436 -1.124 -1.156
0.023 0.373 0.867
0.005 -0.279 0.054
0.062 -0.656 2.077
0.597 1.071 0.711
-3.304 -3.039 2.057
2.295 0.743 -2.029